Record 1
Below is an isolated molecule of C31H44N4O4, with properties calculated with ωB97M-V/def2-TZVPD.

Each line ends with the natural charge from an NBO analysis.
Atoms and positions in Å:
C -1.55 -4.69 3.36  -0.60
C -0.96 -4.07 2.11  -0.41
C 0.55 -4.33 2.02  -0.20
N 1.15 -3.64 0.89  -0.47
C 1.00 -4.30 -0.39  -0.21
C 1.90 -5.53 -0.62  -0.42
C 1.67 -6.12 -2.01  -0.60
C 2.44 -3.05 1.14  -0.21
C 2.26 -1.61 1.66  -0.23
N 1.58 -0.80 0.68  -0.44
C 0.24 -0.61 0.68  0.71
O -0.52 -0.85 1.60  -0.65
C -0.14 0.04 -0.63  -0.34
C -1.22 -0.67 -1.45  -0.32
C -2.50 0.15 -1.58  0.69
O -2.92 0.58 -2.63  -0.61
N -3.06 0.31 -0.35  -0.63
C -4.22 1.01 0.00  0.22
C -4.56 1.06 1.35  -0.26
C -5.70 1.73 1.76  -0.19
C -6.52 2.37 0.84  -0.04
C -7.76 3.08 1.28  -0.62
C -6.17 2.32 -0.51  -0.20
C -5.04 1.65 -0.93  -0.25
C -0.41 -0.95 -2.76  0.07
C -0.01 0.37 -3.38  -0.18
C 0.98 0.84 -2.63  -0.22
C 1.12 -0.18 -1.52  0.24
O 0.81 -1.40 -2.19  -0.51
C 2.26 -0.34 -0.53  -0.14
C 3.01 0.99 -0.34  0.68
O 3.94 1.28 -1.07  -0.63
N 2.53 1.76 0.64  -0.62
C 3.04 3.08 0.99  -0.04
C 4.50 3.00 1.44  -0.42
C 5.01 4.39 1.83  -0.39
C 4.87 5.35 0.66  -0.40
C 3.42 5.43 0.20  -0.39
C 2.91 4.04 -0.19  -0.42
H -1.39 -5.77 3.37  0.20
H -2.63 -4.51 3.40  0.21
H -1.10 -4.27 4.25  0.20
H -1.45 -4.48 1.23  0.19
H -1.12 -2.99 2.11  0.23
H 0.73 -5.42 1.98  0.17
H 1.01 -3.95 2.93  0.19
H -0.04 -4.60 -0.49  0.19
H 1.21 -3.56 -1.17  0.21
H 1.68 -6.29 0.13  0.19
H 2.95 -5.25 -0.51  0.19
H 1.88 -5.37 -2.77  0.20
H 0.63 -6.43 -2.12  0.20
H 2.31 -6.98 -2.17  0.21
H 3.03 -3.61 1.88  0.19
H 3.01 -3.02 0.21  0.20
H 1.63 -1.61 2.55  0.23
H 3.23 -1.16 1.89  0.20
H -0.37 1.10 -0.48  0.25
H -1.46 -1.64 -1.00  0.25
H -2.57 -0.10 0.43  0.42
H -3.93 0.56 2.07  0.21
H -5.95 1.75 2.81  0.21
H -7.68 3.40 2.32  0.21
H -8.62 2.41 1.20  0.22
H -7.95 3.95 0.66  0.22
H -6.79 2.81 -1.24  0.21
H -4.78 1.62 -1.98  0.25
H -0.85 -1.69 -3.42  0.22
H -0.49 0.81 -4.23  0.23
H 1.54 1.75 -2.70  0.24
H 2.97 -1.09 -0.90  0.24
H 1.78 1.39 1.21  0.41
H 2.43 3.45 1.82  0.20
H 4.59 2.32 2.29  0.21
H 5.10 2.61 0.62  0.23
H 6.05 4.32 2.14  0.21
H 4.43 4.76 2.68  0.19
H 5.22 6.34 0.95  0.21
H 5.49 5.00 -0.17  0.20
H 3.33 6.10 -0.65  0.21
H 2.80 5.83 1.01  0.19
H 1.87 4.10 -0.51  0.21
H 3.50 3.66 -1.02  0.23

- LUMO: 0.02068 Eh
- Energy above the lowest of the compared OMol25 structures with the same formula, charge and spin: 0.323 eV
- Orbital gap: 8.78 eV
- SMILES: CCCN(CCC)CCN1C(=O)[C@@H]2[C@@H](C(=O)Nc3ccc(C)cc3)[C@H]3C=C[C@@]2(O3)[C@H]1C(=O)NC1CCCCC1
- Strongest force on any atom: 0.676 eV/Å
- Molar mass: 536.717 u
- HOMO energy: -8.21 eV
- Net charge: 0
- Total energy: -1727.7035 Eh

Record 2
Below is a structure of composition C31H45BN9O6S3Tl, with properties calculated with ωB97M-V/def2-TZVPD.

Each line ends with the Mulliken charge.
Atoms and positions in Å:
Tl -2.06 2.53 1.11  1.38
C -4.26 0.75 -2.77  -1.89
C -2.87 0.28 -2.50  0.01
C -2.02 -0.07 -3.50  -0.97
C -0.70 -0.46 -3.15  -0.27
N -0.24 -0.26 -1.95  -0.36
N -1.04 0.10 -0.95  0.68
B -0.45 0.47 0.37  -0.41
N -0.64 -0.57 1.45  1.21
N -0.19 -1.73 0.96  -0.83
C -0.04 -2.77 1.70  -0.02
C -0.33 -2.71 3.10  -0.21
C -0.77 -1.55 3.64  0.82
C -1.06 -1.43 5.10  -2.04
C -0.89 -0.37 2.79  -0.24
S 0.77 0.89 3.48  -0.38
C 0.46 -4.01 0.98  2.37
C 0.56 -5.22 1.90  -2.41
C -0.52 -4.30 -0.17  -1.47
C 1.84 -3.69 0.40  -1.17
N 0.98 1.03 0.34  0.38
N 1.91 0.37 -0.33  0.18
C 3.09 0.89 -0.55  -0.35
C 3.28 2.28 -0.39  -1.20
C 2.38 2.95 0.42  0.24
C 2.51 4.40 0.74  -1.88
C 1.33 2.19 0.95  0.71
S 0.63 2.63 2.51  0.00
C 4.25 -0.06 -0.80  2.65
C 3.99 -0.97 -2.00  -1.66
C 5.57 0.68 -1.00  -2.38
C 4.34 -0.89 0.49  -1.44
C -2.40 0.22 -1.16  1.11
S -3.49 0.25 0.12  -0.55
C 0.23 -1.14 -4.13  2.59
C -0.47 -1.50 -5.45  -2.41
C 1.40 -0.21 -4.43  -1.25
C 0.70 -2.44 -3.48  -1.25
H -4.55 0.52 -3.79  0.41
H -4.29 1.83 -2.63  0.26
H -4.96 0.31 -2.06  0.42
H -2.34 -0.05 -4.53  0.50
H -0.22 -3.58 3.72  0.62
H -0.70 -2.30 5.63  0.48
H -2.14 -1.35 5.26  0.35
H -0.59 -0.53 5.50  0.32
H -0.40 -5.46 2.35  0.47
H 1.29 -5.05 2.69  0.43
H 0.89 -6.09 1.33  0.42
H -1.51 -4.53 0.23  0.45
H -0.18 -5.15 -0.76  0.44
H -0.60 -3.43 -0.81  0.03
H 2.56 -3.53 1.20  0.41
H 1.77 -2.79 -0.20  -0.23
H 2.19 -4.51 -0.22  0.47
H 4.11 2.81 -0.82  0.67
H 3.49 4.78 0.49  0.42
H 2.30 4.57 1.79  0.47
H 1.77 4.94 0.16  0.32
H 4.04 -0.40 -2.92  0.40
H 3.02 -1.44 -1.92  0.15
H 4.76 -1.74 -2.03  0.50
H 5.57 1.28 -1.90  0.47
H 6.37 -0.05 -1.08  0.42
H 5.80 1.32 -0.15  0.50
H 3.40 -1.39 0.68  0.00
H 4.57 -0.25 1.34  0.41
H 5.12 -1.64 0.40  0.49
H -0.75 -0.61 -6.01  0.43
H -1.36 -2.10 -5.26  0.50
H 0.21 -2.08 -6.06  0.44
H 1.06 0.66 -4.98  0.43
H 2.15 -0.73 -5.03  0.42
H 1.85 0.12 -3.50  -0.09
H -0.13 -3.12 -3.36  0.40
H 1.12 -2.24 -2.50  -0.19
H 1.45 -2.92 -4.10  0.50
N -2.21 4.76 2.49  -0.45
C -3.63 4.85 2.81  -0.65
C -4.15 3.54 3.44  0.56
O -4.89 3.56 4.41  -0.75
N -3.72 2.46 2.79  -0.10
C -4.20 1.18 3.25  -1.07
C -3.19 0.07 3.17  0.60
O -3.43 -1.10 3.23  -0.57
O -1.89 0.54 3.07  0.01
H -1.66 4.84 3.34  0.22
H -1.95 5.49 1.84  0.22
H -4.18 5.00 1.88  0.21
H -3.86 5.67 3.50  0.37
H -5.06 0.85 2.65  0.25
H -4.53 1.27 4.29  0.47
O -2.67 4.69 -2.55  -0.66
N -2.35 4.09 -1.56  0.79
O -2.61 4.55 -0.43  -0.63
O -1.75 3.00 -1.62  -0.39

- LUMO: -0.05469 Eh
- Energy above the lowest of the compared OMol25 structures with the same formula, charge and spin: 1.102 eV
- Orbital gap: 6.07 eV
- Strongest force on any atom: 1.794 eV/Å
- Molar mass: 951.154 u
- HOMO energy: -7.56 eV
- Net charge: 0
- Total energy: -3544.3061 Eh

Record 3
Below is a structure of composition C31H45Br60N2O4S2, with properties calculated with ωB97M-V/def2-TZVPD.

Each line ends with the Mulliken charge.
Atoms and positions in Å:
C -5.41 0.31 -1.06  -0.66
C -4.80 0.98 -2.33  -0.67
C -3.56 1.87 -2.02  0.09
C -2.30 1.51 -2.83  -1.38
C -1.36 0.43 -2.24  0.61
C -1.93 -0.36 -1.06  0.99
C -1.10 -1.57 -0.60  -1.47
S 0.69 -1.40 -0.54  0.81
O 1.10 -2.76 -0.24  -0.71
O 1.22 -1.02 -1.85  -0.60
N 1.22 -0.52 0.70  -0.25
S 1.32 1.08 0.56  1.10
O 2.30 1.51 1.53  -0.71
O 1.62 1.62 -0.75  -0.61
C -0.19 1.88 1.14  -0.34
C -0.51 1.33 2.54  0.41
C -2.00 1.42 3.00  -0.13
C -2.95 2.17 2.07  0.78
N -4.34 2.13 2.68  -0.82
H -4.88 0.67 -0.17  -0.12
H -6.47 0.52 -0.96  0.37
H -5.24 -0.76 -1.12  0.26
H -5.59 1.60 -2.76  0.42
H -4.48 0.22 -3.05  0.35
H -3.36 1.91 -0.95  -0.34
H -3.84 2.89 -2.30  0.56
H -1.72 2.44 -2.90  0.38
H -2.58 1.28 -3.86  0.35
H -1.17 -0.30 -3.03  0.01
H -0.41 0.90 -2.01  0.19
H -2.90 -0.75 -1.37  0.43
H -2.15 0.25 -0.18  -1.03
H -1.28 -2.45 -1.21  0.39
H -1.41 -1.83 0.41  0.44
H -0.97 1.74 0.40  -0.31
H 0.04 2.94 1.23  0.59
H 0.08 1.92 3.25  0.38
H -0.15 0.31 2.65  -1.02
H -2.36 0.40 3.17  0.31
H -2.01 1.90 3.98  0.33
H -2.64 3.18 1.84  0.28
H -3.06 1.55 1.18  -1.31
H -4.21 1.86 3.66  0.31
H -4.80 1.31 2.31  0.26
C 2.42 -2.93 3.03  0.16
Br 0.83 -1.96 3.53  0.02
Br 4.01 -1.97 3.51  0.02
Br 2.42 -4.71 3.79  -0.06
H 2.41 -3.03 1.96  -0.10
C 0.86 -1.24 -5.37  0.25
Br -0.45 0.10 -5.80  -0.07
Br 0.07 -2.97 -5.09  0.07
Br 2.26 -1.33 -6.69  -0.01
H 1.33 -0.95 -4.44  -0.17
C 0.18 -6.89 -6.36  -0.29
Br -0.03 -8.75 -6.82  -0.02
Br -0.76 -5.76 -7.61  -0.03
Br -0.35 -6.53 -4.55  0.01
H 1.23 -6.66 -6.44  0.34
C 5.55 -3.40 6.10  0.93
Br 6.72 -1.88 5.91  -0.05
Br 6.50 -5.06 5.88  -0.03
Br 4.58 -3.36 7.76  -0.02
H 4.82 -3.35 5.30  -0.87
C -3.68 6.00 4.41  0.24
Br -3.89 4.14 3.83  0.09
Br -4.12 7.22 2.99  -0.03
Br -4.67 6.35 6.02  0.22
H -2.64 6.16 4.65  -0.20
C 1.41 -4.30 -10.19  0.14
Br 1.36 -2.42 -9.80  0.00
Br 1.26 -4.67 -12.08  -0.07
Br 2.98 -5.11 -9.43  0.11
H 0.56 -4.75 -9.71  -0.18
C 5.26 3.44 0.58  0.37
Br 5.75 3.52 2.44  -0.06
Br 4.59 5.13 -0.05  0.04
Br 6.70 2.79 -0.51  -0.04
H 4.45 2.72 0.50  -0.28
C 0.77 -6.68 0.09  0.06
Br -0.85 -5.90 -0.59  -0.07
Br 0.41 -8.13 1.31  -0.03
Br 1.96 -7.20 -1.32  0.03
H 1.28 -5.92 0.66  -0.06
C 5.61 -8.58 -10.10  -0.33
Br 5.53 -7.12 -11.35  -0.04
Br 3.99 -8.75 -9.08  0.03
Br 6.11 -10.23 -10.97  -0.06
H 6.40 -8.34 -9.40  0.36
C -0.16 -4.37 7.51  -0.33
Br -1.04 -3.87 5.87  -0.01
Br 1.31 -5.54 7.12  0.02
Br 0.38 -2.84 8.54  -0.05
H -0.87 -4.93 8.11  0.34
C 0.41 5.86 6.79  -0.39
Br 0.13 4.03 6.28  0.04
Br 0.07 7.07 5.31  -0.11
Br -0.60 6.34 8.36  0.01
H 1.45 5.97 7.04  0.40
C 4.02 -3.68 -3.80  -0.10
Br 2.54 -2.93 -2.82  0.33
Br 5.66 -2.73 -3.44  -0.08
Br 4.19 -5.58 -3.49  -0.14
H 3.82 -3.56 -4.86  0.14
C 4.53 9.31 0.47  -0.27
Br 4.54 11.23 0.64  -0.05
Br 4.37 8.77 -1.38  -0.04
Br 6.05 8.50 1.32  -0.01
H 3.64 8.95 0.98  0.34
C -3.74 3.88 9.45  -0.38
Br -3.73 5.79 9.75  -0.07
Br -3.63 3.51 7.57  0.03
Br -2.36 3.00 10.46  -0.03
H -4.69 3.50 9.80  0.37
C 0.30 -9.36 6.57  -0.32
Br 0.61 -8.89 4.74  0.10
Br -0.64 -11.03 6.75  -0.05
Br 1.92 -9.34 7.61  -0.02
H -0.34 -8.59 6.98  0.28
C 0.78 -10.87 -10.93  -0.36
Br 1.05 -11.52 -9.14  -0.06
Br 0.04 -9.09 -10.94  0.01
Br 2.41 -10.97 -11.95  0.01
H 0.06 -11.51 -11.41  0.36
C 0.58 9.71 -2.75  -0.15
Br 0.25 7.85 -3.07  0.04
Br -0.08 10.81 -4.18  -0.03
Br -0.10 10.27 -1.04  -0.01
H 1.66 9.85 -2.72  0.15
C -4.10 9.83 6.98  0.02
Br -3.99 9.68 8.90  -0.03
Br -4.63 11.60 6.44  -0.05
Br -2.47 9.27 6.14  0.08
H -4.87 9.15 6.66  -0.06
C 5.45 1.51 -7.43  -0.33
Br 5.21 -0.30 -8.05  -0.05
Br 4.74 2.79 -8.68  -0.04
Br 4.72 1.75 -5.66  0.02
H 6.52 1.68 -7.36  0.34
C -8.78 5.70 5.79  -0.36
Br -10.67 5.79 5.44  -0.06
Br -7.78 5.24 4.22  0.02
Br -8.13 7.33 6.61  -0.04
H -8.63 4.91 6.51  0.38

- LUMO: 0.03645 Eh
- Orbital gap: 8.25 eV
- Strongest force on any atom: 3.370 eV/Å
- Molar mass: 5368.085 u
- HOMO energy: -7.26 eV
- Net charge: -1
- Total energy: -156855.7129 Eh

Record 4
Below is a structure of composition C31H45Br6F2NO11, with properties calculated with ωB97M-V/def2-TZVPD.

Each line ends with the Mulliken charge.
Atoms and positions in Å:
C -1.09 1.77 -0.94  -0.05
C -0.47 0.83 0.02  0.87
C 0.07 -0.50 -0.60  -1.26
O 0.66 -1.36 0.34  0.25
C 1.04 -2.54 -0.27  -0.49
N 0.65 1.52 0.79  0.43
H 0.98 1.17 1.68  0.17
H 1.48 1.61 0.23  0.25
H 0.39 2.48 0.96  0.08
H -0.40 2.19 -1.67  0.19
H -1.55 2.65 -0.49  -0.30
H -1.90 1.25 -1.45  -0.07
H -1.18 0.55 0.81  -0.33
H 0.79 -0.20 -1.36  0.56
H -0.77 -0.97 -1.13  0.29
H 1.63 -3.17 0.40  -0.21
H 1.81 -2.34 -1.02  0.36
H 0.16 -3.08 -0.63  0.26
C 0.56 5.32 1.38  -0.61
O -0.45 4.37 1.39  -0.83
H 0.22 6.35 1.22  0.37
H 1.26 5.33 2.21  0.36
H 1.26 5.16 0.56  -0.20
C 3.98 6.31 -0.91  -1.22
C 4.31 4.85 -1.27  0.48
C 4.04 3.84 -0.14  -0.44
O 3.22 2.90 -0.71  -0.25
C 2.94 3.19 -2.01  0.66
O 2.25 2.46 -2.72  -0.55
O 3.55 4.39 -2.35  -0.33
H 4.05 7.04 -1.72  0.34
H 4.58 6.79 -0.13  0.37
H 2.96 6.40 -0.52  0.13
H 5.36 4.79 -1.53  0.22
H 3.61 4.33 0.74  0.29
H 4.95 3.33 0.18  0.32
C 3.78 -0.93 3.80  -1.44
C 2.39 -1.62 4.07  0.79
C 1.86 -1.43 5.58  -0.43
O 0.73 -0.59 5.34  -0.36
C 0.51 -0.41 4.09  0.48
O -0.45 0.21 3.62  -0.54
O 1.42 -0.99 3.35  -0.09
H 3.99 -0.96 2.73  0.32
H 4.66 -1.44 4.22  0.42
H 3.79 0.09 4.18  0.39
H 2.41 -2.69 3.89  -0.17
H 2.62 -0.95 6.19  0.30
H 1.56 -2.34 6.09  0.30
C -4.87 -2.58 -4.64  -1.37
C -4.15 -1.21 -4.80  0.43
C -4.62 -0.03 -3.95  -0.49
O -3.43 0.56 -3.49  -0.22
C -2.34 -0.14 -3.99  0.67
O -1.19 0.26 -4.23  -0.61
O -2.80 -1.33 -4.38  -0.35
H -5.88 -2.47 -5.03  0.40
H -4.92 -3.00 -3.64  0.23
H -4.43 -3.40 -5.21  0.36
H -4.19 -0.81 -5.81  0.35
H -5.21 -0.48 -3.15  0.31
H -5.13 0.75 -4.51  0.36
F 4.89 -6.55 -0.04  -0.30
C 3.69 -6.45 0.54  0.18
C 3.34 -5.38 1.37  -0.13
C 2.07 -5.36 1.93  -0.24
C 1.11 -6.29 1.57  -0.43
C 1.49 -7.35 0.70  -0.56
C 2.80 -7.45 0.30  -0.39
H 4.02 -4.56 1.56  0.46
H 1.78 -4.63 2.67  0.24
H 0.10 -6.23 1.96  0.40
H 0.81 -8.14 0.43  0.40
H 3.09 -8.23 -0.38  0.37
F -1.82 -5.23 -0.07  -0.35
C -2.34 -3.96 0.13  0.24
C -2.13 -3.35 1.33  -0.39
C -2.64 -2.05 1.49  -0.09
C -3.44 -1.41 0.50  -0.75
C -3.66 -2.08 -0.72  0.09
C -3.10 -3.31 -0.87  -0.29
H -1.52 -3.94 2.00  0.37
H -2.42 -1.53 2.42  0.31
H -3.80 -0.41 0.68  0.26
H -4.15 -1.54 -1.51  0.32
H -3.38 -3.78 -1.80  0.26
C -1.20 5.72 -2.21  0.43
Br 0.30 7.03 -2.28  -0.05
Br -1.04 4.44 -3.71  -0.02
Br -2.88 6.76 -2.30  -0.05
H -1.15 5.14 -1.29  -0.35
C -3.84 3.88 1.16  0.16
Br -5.06 5.14 2.09  -0.07
Br -4.46 3.47 -0.68  -0.05
Br -3.69 2.24 2.24  -0.03
H -2.83 4.29 1.11  -0.09

- LUMO: 0.00116 Eh
- Orbital gap: 6.57 eV
- Strongest force on any atom: 5.236 eV/Å
- Molar mass: 1125.117 u
- HOMO energy: -6.54 eV
- Net charge: 0
- Total energy: -17734.3151 Eh